Formula: C23H29N2O
Source: the Open Molecules 2025 dataset
Level of theory: ωB97M-V with the def2-TZVPD basis set

M = 349.5 g/mol
multiplicity = 1
DFT total energy = -1078.21867 hartree
Kohn-Sham gap = 3.811 eV
total charge = +1

Geometry as XYZ:
```
55
Properties=species:S:1:pos:R:3:mulliken_charge:R:1
C 4.205 -0.061 1.466 -1.149
N 2.835 0.040 1.818 0.200
C 2.463 0.830 2.928 -1.134
C 0.954 1.132 3.012 -0.705
C 0.272 1.112 1.661 0.369
N -0.760 1.982 1.381 0.104
C -0.982 3.120 2.263 -0.597
C -2.318 3.792 1.977 -0.744
O -2.497 4.065 0.588 -0.377
C -2.438 2.884 -0.209 -0.808
C -1.144 2.098 -0.018 0.202
C 0.680 0.191 0.745 0.116
C 1.831 -0.685 1.070 -0.923
H 4.416 -1.063 1.068 0.372
H 4.489 0.662 0.679 0.294
H 4.826 0.139 2.351 0.393
H 2.799 0.330 3.863 0.341
H 3.050 1.767 2.857 0.508
H 0.513 0.370 3.678 0.319
H 0.859 2.100 3.521 0.416
H -0.999 2.768 3.297 0.451
H -0.182 3.882 2.160 0.326
H -3.138 3.156 2.358 0.347
H -2.342 4.786 2.444 0.351
H -3.295 2.222 0.038 0.414
H -2.514 3.238 -1.253 0.325
H -0.351 2.577 -0.631 0.297
H -1.329 1.106 -0.444 -0.468
H 0.222 0.049 -0.234 0.149
H 2.283 -1.060 0.141 0.517
H 1.480 -1.572 1.647 0.014
C -1.322 -1.270 -1.256 -1.545
C -1.043 -0.691 -2.534 1.801
C -2.033 0.122 -3.180 -0.371
C -1.971 0.364 -4.547 -0.785
C -0.859 -0.075 -5.288 -0.265
C 0.244 -0.619 -4.614 -0.950
C 0.178 -0.891 -3.248 -0.145
C -0.703 -2.422 -0.664 1.035
C -0.988 -2.717 0.709 -0.457
C -0.433 -3.817 1.346 -0.694
C 0.421 -4.680 0.644 -0.359
C 0.715 -4.422 -0.701 -0.838
C 0.146 -3.333 -1.359 -0.224
H -2.215 -0.902 -0.735 0.329
H -2.874 0.502 -2.593 0.384
H -2.792 0.868 -5.060 0.410
H -0.843 0.034 -6.375 0.415
H 1.152 -0.861 -5.172 0.406
H 1.059 -1.273 -2.720 0.623
H -1.646 -2.044 1.269 0.292
H -0.661 -4.020 2.396 0.400
H 0.863 -5.545 1.140 0.420
H 1.376 -5.090 -1.258 0.428
H 0.342 -3.173 -2.420 0.772
```

---

Formula: C23H29N3O3
Source: the Open Molecules 2025 dataset
Level of theory: ωB97M-V with the def2-TZVPD basis set

M = 395.5 g/mol
multiplicity = 1
DFT total energy = -1283.83608 hartree
Kohn-Sham gap = 8.969 eV
total charge = 0

Geometry as XYZ:
```
58
Properties=species:S:1:pos:R:3:mulliken_charge:R:1
O 3.476 -2.713 0.722 -0.714
C 2.287 -2.430 0.781 0.425
C 1.824 -1.019 0.800 0.109
C 0.835 -0.562 -0.061 -1.133
C 0.464 0.769 -0.082 1.857
C 1.076 1.683 0.771 0.314
O 0.822 3.009 0.880 -0.379
C -0.192 3.707 0.169 -0.476
C 0.018 3.793 -1.344 0.073
C -1.037 4.745 -1.928 -1.131
N -2.402 4.400 -1.600 0.272
C -3.089 3.479 -2.483 -1.587
C -2.697 2.018 -2.428 1.328
C -3.385 1.108 -1.628 -0.736
C -2.999 -0.222 -1.640 -0.316
C -1.942 -0.604 -2.452 -0.586
C -1.312 0.377 -3.202 -0.244
N -1.677 1.646 -3.192 -0.483
C -2.600 4.225 -0.181 -1.169
C -1.617 3.247 0.484 0.183
C 2.086 1.223 1.626 -0.869
C 2.462 -0.100 1.631 -0.963
N 1.323 -3.392 0.763 0.198
C 0.042 -3.250 1.419 -0.793
C 0.132 -3.816 2.840 -0.619
C 0.593 -5.272 2.814 -0.967
C 1.919 -5.397 2.048 0.223
O 2.951 -4.773 2.778 -0.613
C 1.750 -4.775 0.659 -1.200
H 0.360 -1.249 -0.747 0.535
H -0.296 1.073 -0.780 -0.591
H -0.078 4.724 0.574 0.327
H 1.018 4.178 -1.552 0.447
H -0.075 2.821 -1.823 -0.076
H -0.858 5.753 -1.533 0.360
H -0.938 4.779 -3.014 0.457
H -2.918 3.831 -3.503 0.430
H -4.158 3.562 -2.261 0.439
H -4.211 1.437 -1.016 0.377
H -3.519 -0.949 -1.032 0.433
H -1.619 -1.632 -2.504 0.511
H -0.472 0.140 -3.844 0.379
H -2.474 5.210 0.286 0.356
H -3.627 3.900 -0.007 0.418
H -1.771 3.244 1.564 0.440
H -1.793 2.237 0.115 -0.084
H 2.565 1.939 2.274 0.472
H 3.252 -0.442 2.283 0.465
H -0.242 -2.198 1.452 0.431
H -0.706 -3.804 0.840 0.327
H -0.839 -3.735 3.331 0.405
H 0.856 -3.228 3.407 0.253
H 0.741 -5.632 3.832 0.413
H -0.157 -5.899 2.328 0.356
H 2.169 -6.465 1.932 0.319
H 3.442 -4.181 2.189 0.469
H 2.697 -4.797 0.115 0.469
H 0.996 -5.329 0.092 0.458
```

---

Formula: C23H29N3O3
Source: the Open Molecules 2025 dataset
Level of theory: ωB97M-V with the def2-TZVPD basis set

M = 395.5 g/mol
multiplicity = 1
DFT total energy = -1283.93597 hartree
Kohn-Sham gap = 8.850 eV
total charge = 0

Geometry as XYZ:
```
58
Properties=species:S:1:pos:R:3:mulliken_charge:R:1
C 1.747 -0.538 3.389 -1.584
C 1.803 0.241 2.077 0.703
C 1.107 1.590 2.242 -1.313
C 1.152 -0.555 0.939 1.396
C 2.054 -1.631 0.332 -1.213
C 3.121 -1.055 -0.609 -0.022
C 4.132 -2.121 -1.022 -1.850
N 2.508 -0.454 -1.790 0.039
C 1.838 -1.144 -2.729 0.627
O 1.713 -2.348 -2.772 -0.636
C 1.227 -0.233 -3.818 -1.219
N -0.036 0.312 -3.374 0.285
C -1.263 -0.053 -3.970 0.380
O -1.385 -0.785 -4.912 -0.647
N -2.221 0.619 -3.292 -0.079
C -1.713 1.367 -2.165 2.211
C -2.119 2.837 -2.241 -2.108
C -2.031 0.688 -0.841 0.158
C -2.064 -0.722 -0.801 -0.701
C -2.294 -1.383 0.370 -1.448
C -2.492 -0.676 1.575 1.047
C -2.703 -1.328 2.807 -0.691
C -2.869 -0.607 3.956 -0.641
C -2.839 0.797 3.923 -0.511
C -2.638 1.457 2.743 -0.743
C -2.454 0.741 1.541 0.277
C -2.217 1.398 0.316 -0.220
C -0.202 1.201 -2.365 -0.105
O 0.675 1.743 -1.731 -0.699
H 2.230 -1.507 3.289 0.372
H 0.712 -0.698 3.685 0.288
H 2.249 0.012 4.182 0.421
H 2.854 0.427 1.829 0.303
H 1.590 2.179 3.019 0.487
H 1.139 2.151 1.310 0.311
H 0.066 1.442 2.519 0.070
H 0.244 -1.024 1.322 0.036
H 0.848 0.136 0.151 -0.842
H 2.552 -2.190 1.126 0.361
H 1.450 -2.334 -0.242 0.360
H 3.651 -0.241 -0.104 0.571
H 4.651 -2.498 -0.144 0.482
H 4.864 -1.700 -1.708 0.403
H 3.624 -2.944 -1.516 0.341
H 2.369 0.547 -1.765 0.377
H 1.915 0.581 -4.066 0.316
H 1.011 -0.836 -4.703 0.448
H -3.201 0.460 -3.450 0.214
H -3.150 2.967 -1.920 0.403
H -2.021 3.185 -3.267 0.442
H -1.462 3.432 -1.612 0.347
H -1.898 -1.287 -1.707 0.410
H -2.312 -2.463 0.389 0.373
H -2.724 -2.408 2.826 0.426
H -3.025 -1.111 4.898 0.408
H -2.973 1.350 4.841 0.408
H -2.611 2.537 2.715 0.398
H -2.174 2.475 0.323 0.373
```

---

Formula: C23H29N3O3
Source: the Open Molecules 2025 dataset
Level of theory: ωB97M-V with the def2-TZVPD basis set

M = 395.5 g/mol
multiplicity = 1
DFT total energy = -1283.83335 hartree
Kohn-Sham gap = 9.462 eV
total charge = 0

Geometry as XYZ:
```
58
Properties=species:S:1:pos:R:3:mulliken_charge:R:1
C -2.848 1.567 2.651 -1.699
C -3.267 1.292 1.219 0.374
C -3.195 -0.183 0.813 -1.200
N -3.042 -0.126 -0.640 0.227
C -3.121 -1.170 -1.500 0.501
O -3.037 -1.013 -2.708 -0.686
C -3.314 -2.536 -0.867 -1.079
C -3.278 -3.652 -1.902 0.543
C -1.889 -3.927 -2.488 -0.863
C -1.333 -5.083 -1.642 -0.478
N -2.543 -5.745 -1.183 -0.141
C -3.654 -4.958 -1.210 -0.128
O -4.734 -5.237 -0.735 -0.655
C -2.865 1.243 -1.125 -0.964
C -2.425 1.983 0.134 -0.613
N -1.002 1.809 0.364 0.011
C -0.127 2.853 0.351 -0.333
O -0.472 4.018 0.286 -0.701
C 1.315 2.461 0.441 0.759
C 2.411 2.815 -0.593 -0.369
C 3.139 2.048 0.548 0.620
C 4.585 1.717 0.634 -0.170
C 5.009 0.403 0.789 -0.357
C 6.362 0.102 0.875 -0.692
C 7.304 1.116 0.806 -0.409
C 6.889 2.433 0.650 -0.690
C 5.539 2.730 0.565 -0.427
C 1.952 1.050 0.539 -0.784
C 2.307 2.916 1.537 -0.324
H -1.818 1.250 2.823 0.277
H -2.911 2.632 2.874 0.414
H -3.490 1.035 3.354 0.475
H -4.297 1.630 1.071 0.496
H -2.334 -0.673 1.286 0.291
H -4.090 -0.734 1.107 0.614
H -2.549 -2.692 -0.097 0.320
H -4.277 -2.556 -0.347 0.439
H -4.010 -3.429 -2.676 0.570
H -1.985 -4.247 -3.525 0.323
H -1.245 -3.051 -2.475 0.317
H -0.710 -5.760 -2.226 0.351
H -0.737 -4.719 -0.798 0.230
H -2.544 -6.590 -0.637 0.226
H -2.126 1.274 -1.924 0.359
H -3.804 1.643 -1.516 0.370
H -2.602 3.054 0.082 0.597
H -0.614 0.882 0.303 0.369
H 2.353 2.306 -1.555 0.252
H 2.639 3.875 -0.696 0.319
H 4.273 -0.391 0.842 0.372
H 6.679 -0.926 0.996 0.390
H 8.359 0.884 0.872 0.378
H 7.621 3.228 0.595 0.378
H 5.217 3.758 0.442 0.363
H 1.778 0.500 1.466 0.333
H 1.870 0.412 -0.344 0.344
H 2.533 3.981 1.561 0.309
H 2.155 2.499 2.533 0.251
```

---

In order of appearance, HOMO level = -9.7, -8.4, -8.6, -9.2 eV.
In order of appearance, relative energy (zero: lowest compared OMol25 entry of this formula, charge and spin) = 2.577, 2.718, 0.000, 2.793 eV.